Entry 1:
Entry from the Open Molecules 2025 dataset: C20H31N3O in the gas phase (ωB97M-V/def2-TZVPD).

Element x y z (Å)
C1 -4.31 -1.71 0.21
H1 -4.11 -1.16 1.13
H2 -4.81 -1.05 -0.49
H3 -4.98 -2.54 0.44
C2 -3.01 -2.24 -0.39
C3 -3.31 -3.07 -1.64
H4 -3.93 -3.93 -1.38
H5 -3.83 -2.48 -2.38
H6 -2.38 -3.44 -2.09
C4 -2.07 -1.09 -0.78
N1 -1.83 -0.11 0.28
C5 -1.16 -0.75 1.41
C6 -0.91 0.24 2.55
N2 -0.17 1.42 2.16
C7 -0.77 1.99 0.98
H7 -0.16 2.82 0.63
C8 -1.00 1.01 -0.19
C9 -1.59 1.78 -1.38
H8 -1.65 1.13 -2.26
H9 -0.90 2.59 -1.63
C10 -2.97 2.40 -1.13
O1 -3.95 1.46 -0.75
H10 -3.54 0.89 -0.07
H11 -3.34 2.86 -2.05
H12 -2.89 3.19 -0.37
H13 -0.02 0.62 -0.52
H14 -1.75 2.38 1.29
C11 1.28 1.35 2.22
C12 1.98 0.37 1.33
C13 2.29 -0.93 1.63
N3 2.91 -1.55 0.58
C14 3.02 -0.64 -0.44
C15 3.57 -0.78 -1.71
C16 3.55 0.33 -2.54
C17 3.00 1.54 -2.11
C18 2.46 1.69 -0.86
C19 2.45 0.59 0.00
H15 2.04 2.63 -0.54
H16 3.01 2.38 -2.79
H17 3.96 0.25 -3.53
H18 4.00 -1.71 -2.04
C20 3.37 -2.90 0.54
H19 3.15 -3.38 1.49
H20 4.45 -2.93 0.37
H21 2.88 -3.46 -0.26
H22 2.11 -1.47 2.54
H23 1.53 1.12 3.26
H24 1.65 2.35 2.00
H25 -0.39 -0.26 3.36
H26 -1.88 0.58 2.93
H27 -1.80 -1.55 1.79
H28 -0.20 -1.19 1.09
H29 -2.54 -0.57 -1.62
H30 -1.11 -1.52 -1.14
H31 -2.51 -2.89 0.34

ΔE to the lowest compared entry with this formula, charge and spin ... 1.078 eV
Molar mass ... 329.488 g/mol
Frontier orbital gap ... 8.380 eV
SMILES ... CC(C)CN1CCN(Cc2cn(C)c3ccccc23)C[C@@H]1CCO
2S+1 ... 1

=====

Entry 2:
Entry from the Open Molecules 2025 dataset: C5H7NO in the gas phase (ωB97M-V/def2-TZVPD).

Element x y z (Å)
O1 2.02 -1.57 -0.71
C1 1.11 -0.78 -0.47
C2 -0.23 -0.87 -1.17
C3 -1.32 -0.05 -0.54
C4 -1.11 0.75 0.50
C5 0.23 0.87 1.16
N1 1.29 0.29 0.36
H1 -0.51 -1.93 -1.23
H2 -0.06 -0.55 -2.20
H3 -2.32 -0.13 -0.97
H4 -1.92 1.32 0.94
H5 0.19 0.37 2.14
H6 0.46 1.93 1.36
H7 2.22 0.31 0.77

ΔE to the lowest compared entry with this formula, charge and spin ... 0.148 eV
Molar mass ... 97.117 g/mol
Frontier orbital gap ... 10.336 eV
SMILES ... O=C1CC=CCN1
2S+1 ... 1

=====

Entry 3:
Entry from the Open Molecules 2025 dataset: a molecular structure, C23H23CoN3O9 at a distorted geometry (ωB97M-V/def2-TZVPD).

Element x y z (Å)
Co1 0.92 -0.86 0.38
C1 -0.92 -4.45 1.51
C2 -0.25 -3.47 0.56
O1 0.53 -2.64 1.09
C3 -0.52 -3.58 -0.80
C4 -0.01 -2.67 -1.78
C5 -0.42 -2.85 -3.22
N1 0.76 -1.68 -1.46
N2 1.15 -0.84 -2.51
C6 1.53 0.30 -2.03
O2 1.57 0.62 -0.78
C7 1.99 1.33 -3.01
C8 2.64 2.47 -2.54
C9 3.06 3.46 -3.43
C10 2.84 3.31 -4.79
C11 2.19 2.17 -5.26
C12 1.77 1.19 -4.38
H1 -0.71 -4.15 2.53
H2 -0.54 -5.47 1.36
H3 -2.00 -4.46 1.35
H4 -1.20 -4.35 -1.13
H5 -1.02 -3.76 -3.33
H6 0.45 -2.91 -3.87
H7 -1.00 -1.99 -3.54
H8 2.78 2.57 -1.47
H9 3.57 4.34 -3.05
H10 3.16 4.09 -5.48
H11 2.01 2.06 -6.33
H12 1.27 0.30 -4.72
C13 3.20 3.00 1.97
C14 2.10 2.04 2.44
C15 1.62 2.42 3.83
O3 0.97 2.16 1.59
C16 2.75 0.63 2.49
O4 3.64 0.50 3.36
O5 2.42 -0.25 1.64
H13 2.79 4.01 1.88
H14 3.56 2.68 0.98
H15 4.03 3.00 2.67
H16 1.33 3.48 3.85
H17 2.42 2.24 4.55
H18 0.75 1.82 4.10
H19 1.17 1.73 0.74
O6 -0.20 -0.52 2.66
C17 -1.38 -0.53 2.89
C18 -2.47 -0.48 1.91
C19 -3.76 -0.51 2.41
C20 -4.87 -0.48 1.58
C21 -4.69 -0.44 0.17
C22 -3.44 -0.40 -0.36
C23 -2.24 -0.39 0.47
O7 -1.13 -0.30 -0.07
N3 -6.18 -0.50 2.13
O8 -7.14 -0.46 1.37
O9 -6.32 -0.54 3.35
H20 -1.74 -0.60 3.95
H21 -3.91 -0.57 3.48
H22 -5.57 -0.44 -0.46
H23 -3.29 -0.37 -1.43

ΔE to the lowest compared entry with this formula, charge and spin ... 0.436 eV
Molar mass ... 544.382 g/mol
Frontier orbital gap (spin up / spin down) ... 6.325 / 6.299 eV
⟨S²⟩ ... 0.759
Total charge ... -2
2S+1 ... 2